Density functional theory data (ωB97M-V with the def2-TZVPD basis set) for C3H8N2O2 in the gas phase.

Output
ΔE to the lowest compared entry with this formula, charge and spin, eV: 0.537
HOMO level, eV: -9.720
Gap between HOMO and LUMO, eV: 10.43
Strongest force on any atom, eV/Å: 0.61
SMILES: NC(=O)NCCO
Lowest unoccupied orbital energy, eV: 0.7

Atoms and positions in Å:
N1 2.3262 1.0563 -0.4007
C1 0.9889 0.8400 -0.1936
O1 0.2848 1.7077 0.3001
N2 0.5824 -0.4046 -0.6757
C2 -0.8132 -0.8674 -0.5229
C3 -1.4289 -0.7519 0.8735
O2 -1.9009 0.5335 1.1573
H1 2.7139 1.7092 0.2615
H2 2.8883 0.2413 -0.5875
H3 0.8615 -0.4538 -1.6440
H4 -0.8273 -1.9205 -0.8363
H5 -1.4569 -0.2999 -1.2012
H6 -0.7311 -1.1242 1.6454
H7 -2.3092 -1.4050 0.9136
H8 -1.1785 1.1393 0.9105

Results of the natural (NBO) charge analysis, in e, for atoms 1 through 6: -0.828 0.793 -0.650 -0.662 -0.251 -0.074

Density functional theory data (ωB97M-V with the def2-TZVPD basis set) for a molecular structure, C44H59BrGeHfN2OSb in a non-equilibrium geometry.

Output
ΔE to the lowest compared entry with this formula, charge and spin, eV: 0.000
HOMO level, eV: -15.663
Gap between HOMO and LUMO, eV: 5.63
Net charge: +3
Strongest force on any atom, eV/Å: 6.32
Lowest unoccupied orbital energy, eV: -10.0

Atoms and positions in Å:
Hf1 12.9755 13.0730 11.6586
C1 12.3648 14.2752 14.5220
N1 12.2894 14.7223 13.1070
C2 13.3437 15.7588 12.8550
C3 10.9128 15.2503 12.8356
C4 9.8320 14.1910 12.6783
C5 8.7758 14.1065 13.5932
C6 7.7135 13.1967 13.4053
C7 7.7141 12.3551 12.2993
C8 8.7604 12.4167 11.3924
C9 9.7754 13.3479 11.5548
H1 12.2557 15.0983 15.2411
H2 13.3734 13.8331 14.6744
H3 11.5983 13.5196 14.7201
H4 13.2983 16.5854 13.5850
H5 13.2086 16.1874 11.8576
H6 14.3137 15.2693 12.9397
H7 10.9940 15.8211 11.9029
H8 10.6476 15.9761 13.6171
H9 8.7228 14.7898 14.4387
H10 6.9031 13.1570 14.1494
H11 6.9029 11.6243 12.1505
H12 8.7696 11.7875 10.5098
C10 11.4090 15.9345 7.9778
C11 12.5821 16.8001 8.4573
C12 13.3534 15.8537 9.3368
O1 12.3032 15.1051 10.0830
C13 11.1044 15.0532 9.1798
H13 11.7190 15.2851 7.1622
H14 10.5455 16.4872 7.6102
H15 12.2290 17.6607 9.0489
H16 13.1806 17.2024 7.6197
H17 14.0243 16.3804 10.0020
H18 13.8801 15.0996 8.7426
H19 10.2711 15.4664 9.7533
H20 10.8751 14.0171 8.8963
Br1 11.8953 11.4934 13.1976
C14 13.6521 6.6070 8.1138
C15 12.8478 7.8867 8.3099
C16 12.6530 8.2328 9.7965
C17 11.5981 9.2978 10.1337
Ge1 12.0339 11.2639 9.9342
C18 11.7816 11.2657 7.8907
C19 10.3969 11.5084 7.3288
C20 9.4445 10.3002 7.3885
C21 8.0690 10.6408 6.8210
H21 13.9320 6.4914 7.0610
H22 13.0346 5.7289 8.3852
H23 14.5532 6.5925 8.7374
H24 11.8771 7.8023 7.8106
H25 13.3990 8.7311 7.8601
H26 13.6550 8.5305 10.1736
H27 12.3655 7.3118 10.3290
H28 11.3490 9.2597 11.1903
H29 10.7062 9.1230 9.5263
H30 10.5473 13.4224 10.7477
H31 12.1139 10.2429 7.6384
H32 12.4922 12.0272 7.5253
H33 10.4929 11.7916 6.2665
H34 9.9074 12.3751 7.8138
H35 9.2906 10.0226 8.4549
H36 9.8917 9.4795 6.8265
H37 7.6360 11.5124 7.3100
H38 7.3775 9.8068 6.9238
H39 8.1968 10.8805 5.7642
C22 18.6663 14.3045 16.6454
C23 17.6103 15.0935 16.1533
C24 16.6524 14.5264 15.2989
C25 16.7031 13.1856 14.8785
C26 17.7401 12.4261 15.4145
C27 18.7180 12.9646 16.2811
Sb1 15.3497 12.4976 13.1761
C28 15.1040 10.5172 14.1582
C29 14.6686 9.4566 13.3638
C30 14.1340 8.2777 13.9063
C31 13.9931 8.1602 15.2881
C32 14.4759 9.1800 16.1097
C33 15.0515 10.3306 15.5524
C34 17.2373 11.8569 12.1670
C35 18.4291 12.6023 12.2523
C36 19.5553 12.2588 11.5082
C37 19.5550 11.0964 10.7436
C38 18.3898 10.3174 10.6639
C39 17.2728 10.6654 11.4161
H40 19.4333 14.7244 17.2952
H41 17.5203 16.1558 16.4077
H42 15.8531 15.1745 14.9248
H43 17.7942 11.3854 15.1115
H44 19.5225 12.3096 16.6352
H45 14.7172 9.5376 12.2816
H46 13.7982 7.4942 13.2377
H47 13.5049 7.2852 15.7136
H48 14.4299 9.1121 17.1972
H49 15.4275 11.0814 16.2497
H50 18.4568 13.4845 12.9028
H51 20.4168 12.9069 11.5360
H52 20.4470 10.7881 10.1841
H53 18.3483 9.4502 10.0089
H54 16.4108 9.9770 11.3623
C40 16.9628 13.4181 8.4925
C41 16.8120 14.2784 9.5867
C42 15.6847 14.1896 10.3874
N2 14.7359 13.2317 10.2347
C43 15.0273 12.2608 9.3169
C44 15.9806 12.4124 8.3487
H55 17.7474 13.5734 7.7510
H56 17.5102 15.0889 9.8366
H57 15.5468 14.9575 11.1568
H58 14.4336 11.3300 9.3744
H59 15.9721 11.7017 7.5223

Results of the Mulliken charge analysis, in e, for atoms 1 through 6: 0.596 -1.182 0.500 0.013 -0.949 0.258

Density functional theory data (ωB97M-V with the def2-TZVPD basis set) for a molecular structure, C29H46N5P2RhS in a non-equilibrium geometry.

Output
HOMO level (spin up / spin down), eV: -12.331 / -12.317
Gap between HOMO and LUMO (spin up / spin down), eV: 4.61 / 4.53
Net charge: +2
Strongest force on any atom, eV/Å: 1.60
Lowest unoccupied orbital energy (spin up / spin down), eV: -7.7 / -7.8

Atoms and positions in Å:
Rh1 0.1825 -0.2335 -0.4155
C1 -2.0330 2.4424 -4.0121
C2 -0.8708 2.1979 -3.0456
C3 0.3502 1.6963 -3.8187
P1 -1.2674 1.1079 -1.6102
C4 -2.6464 -0.0769 -1.9444
C5 -4.0197 0.5273 -2.2417
C6 -2.2370 -1.1026 -3.0029
C7 -1.8795 2.1595 -0.3077
C8 -2.5623 3.3532 -0.4979
C9 -3.1828 4.0050 0.5652
C10 -3.8886 5.3107 0.3766
C11 -3.1577 3.3752 1.8251
C12 -2.4589 2.2197 2.0470
C13 -1.7108 1.6269 0.9924
N1 -0.8764 0.5543 1.1309
C14 -0.5444 0.0588 2.4127
C15 -0.3873 0.8518 3.5521
C16 -0.1533 0.2543 4.7774
C17 -0.0835 -1.1328 4.9153
C18 0.1367 -1.7751 6.2528
C19 -0.1684 -1.9090 3.7570
C20 -0.3544 -1.3272 2.5135
P2 -0.3250 -2.1706 0.9200
C21 -1.8829 -3.1066 0.6843
C22 -2.3796 -3.8760 1.9085
C23 -1.7506 -3.9902 -0.5588
C24 1.1232 -3.3136 0.9118
C25 2.3813 -2.5240 1.2813
C26 1.0528 -4.6109 1.7188
H1 -1.7410 3.2283 -4.7095
H2 -2.9496 2.7606 -3.5204
H3 -2.2502 1.5508 -4.5989
H4 -0.6025 3.1441 -2.5613
H5 0.1719 0.7143 -4.2566
H6 1.2345 1.6201 -3.1864
H7 0.5708 2.3906 -4.6298
H8 -2.7014 -0.5820 -0.9722
H9 -4.0895 0.8971 -3.2609
H10 -4.2838 1.3319 -1.5548
H11 -4.7707 -0.2563 -2.1306
H12 -2.1897 -0.6505 -3.9940
H13 -2.9780 -1.9014 -3.0464
H14 -1.2674 -1.5516 -2.7864
H15 -2.6562 3.7713 -1.4917
H16 -4.2181 5.4427 -0.6523
H17 -3.2144 6.1361 0.6170
H18 -4.7508 5.3957 1.0356
H19 -3.7164 3.8137 2.6419
H20 -2.5040 1.7499 3.0165
H21 -0.4116 1.9300 3.4777
H22 -0.0245 0.8810 5.6506
H23 -0.1611 -1.1135 7.0636
H24 1.1920 -2.0160 6.3938
H25 -0.4244 -2.7046 6.3383
H26 -0.0833 -2.9832 3.8435
H27 -2.6113 -2.3150 0.4714
H28 -1.7004 -4.6741 2.2003
H29 -3.3380 -4.3374 1.6677
H30 -2.5369 -3.2217 2.7655
H31 -1.0740 -4.8263 -0.3829
H32 -1.3845 -3.4319 -1.4219
H33 -2.7236 -4.4074 -0.8178
H34 1.1892 -3.5791 -0.1499
H35 2.3777 -2.2502 2.3375
H36 2.4757 -1.6093 0.6905
H37 3.2654 -3.1335 1.0948
H38 1.0444 -4.4328 2.7929
H39 1.9452 -5.1998 1.5013
H40 0.1951 -5.2249 1.4578
C27 4.9227 2.3175 0.0214
C28 4.3996 1.2412 -0.8496
N2 5.0765 0.5415 -1.7006
N3 4.1731 -0.3358 -2.2365
C29 2.9472 -0.2093 -1.7378
S1 1.5509 -1.1091 -2.1193
N4 3.0769 0.8143 -0.8488
N5 2.0017 1.2776 -0.0848
H41 5.9772 2.4576 -0.2002
H42 4.8244 2.0511 1.0749
H43 4.3989 3.2577 -0.1529
H44 4.4707 -0.9953 -2.9394
H45 1.7038 2.1933 -0.4134
H46 2.2680 1.3472 0.8939

Results of the Mulliken charge analysis, in e, for atoms 1 through 6: -0.896 -1.679 0.569 -1.324 2.356 1.283

Density functional theory data (ωB97M-V with the def2-TZVPD basis set) for a molecular structure, C22H45HfN4O5S.

Output
ΔE to the lowest compared entry with this formula, charge and spin, eV: 0.081
HOMO level, eV: -18.245
Gap between HOMO and LUMO, eV: 9.70
Net charge: +3
Strongest force on any atom, eV/Å: 0.76
Lowest unoccupied orbital energy, eV: -8.5

Atoms and positions in Å:
Hf1 1.0401 -1.4676 0.7532
C1 -1.3481 3.5322 0.6083
C2 0.1732 3.4267 0.5926
C3 0.7853 3.9061 -0.7458
C4 0.4640 3.2178 -2.1001
C5 1.6248 3.4548 -3.0568
C6 -0.8464 3.6714 -2.7308
N1 0.3662 1.7086 -1.8145
C7 0.1034 0.7706 -2.9427
C8 0.7044 -0.6341 -2.7687
N2 0.3210 -1.6502 -1.7046
C9 1.2210 -2.8022 -2.0866
C10 1.2222 -3.8724 -1.0136
O1 1.0660 -5.0312 -1.1793
O2 1.4389 -3.2995 0.2114
C11 -1.1263 -2.1761 -1.8181
C12 -2.1172 -1.3033 -2.5771
C13 -1.6779 -2.6385 -0.4597
C14 -2.1156 -1.6374 0.6390
C15 -2.1919 -2.4291 1.9445
C16 -3.4795 -0.9984 0.3881
N3 -1.0304 -0.5512 0.7303
C17 -1.3018 0.5401 1.7291
C18 -0.0792 1.4048 2.0863
N4 0.6345 2.0516 0.9637
C19 2.0964 1.9921 1.2084
C20 2.4487 0.5625 0.8883
O3 2.7534 -0.2982 1.7407
O4 2.0630 0.0967 -0.2681
H1 -1.6333 4.5330 0.2856
H2 -1.7558 3.4015 1.6094
H3 -1.8433 2.8215 -0.0594
H4 0.5442 4.1338 1.3464
H5 1.8711 3.9497 -0.6507
H6 0.4858 4.9499 -0.8572
H7 1.8233 4.5257 -3.1017
H8 1.4011 3.1374 -4.0752
H9 2.5436 2.9673 -2.7195
H10 -0.7861 4.7416 -2.9263
H11 -1.7160 3.5031 -2.0972
H12 -1.0119 3.1852 -3.6931
H13 -0.3570 1.6291 -1.1024
H14 1.2164 1.3989 -1.3334
H15 0.6159 1.1656 -3.8189
H16 -0.9544 0.7851 -3.1614
H17 1.7804 -0.5028 -2.6622
H18 0.5528 -1.1124 -3.7401
H19 2.2503 -2.4433 -2.1635
H20 0.9280 -3.2275 -3.0455
H21 -1.0557 -3.0976 -2.4011
H22 -2.3173 -0.3392 -2.1098
H23 -3.0649 -1.8416 -2.6062
H24 -1.8195 -1.1491 -3.6126
H25 -0.9771 -3.3563 -0.0190
H26 -2.5547 -3.2507 -0.6796
H27 -2.9659 -3.1890 1.8377
H28 -2.4748 -1.8156 2.7988
H29 -1.2600 -2.9497 2.1664
H30 -4.2121 -1.7790 0.1853
H31 -3.4900 -0.3092 -0.4561
H32 -3.8288 -0.4621 1.2706
H33 -1.0550 -0.1083 -0.1876
H34 -1.6316 0.0738 2.6554
H35 -2.1258 1.1482 1.3656
H36 0.6336 0.7613 2.6151
H37 -0.4013 2.1284 2.8423
H38 2.3798 2.2388 2.2337
H39 2.6319 2.6590 0.5377
C21 1.3310 -2.3635 5.3189
S1 1.2546 -3.1707 3.7426
C22 2.9747 -3.5056 3.4441
O5 0.9427 -1.9664 2.7587
H40 1.6365 -3.1190 6.0458
H41 0.3298 -2.0147 5.5648
H42 2.0485 -1.5455 5.2830
H43 3.3108 -4.2392 4.1787
H44 3.5471 -2.5828 3.5267
H45 3.0460 -3.9437 2.4490

Results of the Mulliken charge analysis, in e, for atoms 1 through 6: 1.642 -1.668 0.110 -1.584 1.522 -1.824

Density functional theory data (ωB97M-V with the def2-TZVPD basis set) for 2 unconnected molecules or ions with the total composition HI2PS in a non-equilibrium geometry.

Output
ΔE to the lowest compared entry with this formula, charge and spin, eV: 0.357
HOMO level, eV: -9.383
Gap between HOMO and LUMO, eV: 7.45
Strongest force on any atom, eV/Å: 1.21
SMILES: S=PI.I
Lowest unoccupied orbital energy, eV: -1.9

Atoms and positions in Å:
S1 -0.0892 2.0931 -0.0169
P1 -1.8840 1.5197 0.2094
I1 -1.9573 -0.9866 0.0644
I2 2.6391 -1.4128 0.3577
H1 1.2914 -1.2134 -0.6146

natural (NBO) analysis output, partial charges in e: -0.304 0.494 -0.183 -0.116 0.109